No. 1
Density functional theory data (ωB97M-V/def2-TZVPD) for CH3N3O in the gas phase at a distorted geometry.

Results
**Kohn-Sham gap (alpha / beta)**: 0.3218 / 0.3370 Eh
**Molecular weight**: 73.06 g/mol
**Energy relative to the best compared isomer or geometry (same formula, charge and spin)**: 146.7 kcal/mol

ORCA input file:
```
! wB97M-V def2-TZVPD RIJCOSX def2/J DEFGRID3
* xyz 0 1
C 0.0606 -0.6600 -0.7427
N -0.7302 0.2908 -0.0831
N -0.4532 -1.4352 -1.6376
N -0.4521 1.6645 1.6977
O 0.0705 0.9787 0.6839
H 1.0426 -0.6945 -0.1490
H 0.1661 -2.3377 -1.8845
H 0.2957 2.1934 2.1152
*
```

***

No. 2
Density functional theory data (ωB97M-V/def2-TZVPD) for C4H5NO2 in the gas phase.

Results
**Kohn-Sham gap**: 0.3320 Eh
**Molecular weight**: 99.09 g/mol
**Energy relative to the best compared isomer or geometry (same formula, charge and spin)**: 82.4 kcal/mol

ORCA input file:
```
! wB97M-V def2-TZVPD RIJCOSX def2/J DEFGRID3
* xyz 0 1
C -1.5553 -0.4042 -0.7224
C -0.2288 -0.1221 -0.1092
C 0.3526 1.1329 0.2736
O 1.7833 1.1278 -0.1124
C 1.6491 0.3173 0.9400
O 2.2678 0.0900 1.9354
N 0.6811 -0.9793 0.2613
H -1.4898 -0.2641 -1.8076
H -1.8908 -1.4219 -0.5072
H -2.2958 0.3059 -0.3415
H -0.0975 2.1146 0.3363
H 0.8241 -1.8969 -0.1462
*
```

***

No. 3
Density functional theory data (ωB97M-V/def2-TZVPD) for a molecular structure, C13H52AlN26O13 at a distorted geometry.

Results
**Kohn-Sham gap**: 0.1536 Eh
**Molecular weight**: 807.71 g/mol
**Energy relative to the best compared isomer or geometry (same formula, charge and spin)**: 57.4 kcal/mol

ORCA input file:
```
! wB97M-V def2-TZVPD RIJCOSX def2/J DEFGRID3
* xyz 3 1
Al 0.2748 0.2493 -0.1417
C -1.9396 0.3791 3.1602
O -1.3808 -0.1733 2.2752
N -2.3947 1.6388 3.2142
N -2.1812 -0.1079 4.3217
H -2.7092 2.0000 2.3250
H -2.8054 1.9044 4.0979
H -1.9394 -1.0873 4.3703
H -2.6377 0.3354 5.1061
C -3.5174 -3.5366 3.3312
O -2.3269 -3.8820 3.4733
N -4.5430 -4.2923 3.7328
N -3.9330 -2.4876 2.7610
H -4.4677 -5.2572 4.0217
H -5.4333 -3.9489 3.4018
H -3.2008 -1.8444 2.4957
H -4.9163 -2.4425 2.5346
C -0.5256 3.2116 -3.3134
O -0.8612 2.5732 -2.3354
N 0.0560 4.4326 -3.2078
N -0.7127 2.8113 -4.5694
H 0.4603 4.7861 -4.0631
H 0.4153 4.7368 -2.3142
H -1.0440 1.8572 -4.5717
H -0.4609 3.4839 -5.2795
C 4.2050 -0.3409 0.9539
O 3.1359 -0.3072 0.3803
N 4.8236 -1.5075 1.2257
N 5.0159 0.6077 1.2908
H 5.5497 -1.5044 1.9278
H 4.3874 -2.2986 0.7741
H 4.7950 1.5803 1.1320
H 5.9433 0.3036 1.5505
C -3.5319 1.1521 -0.1672
O -2.5910 0.3486 -0.2917
N -4.7437 0.7571 0.2725
N -3.5530 2.4306 -0.5105
H -4.8994 -0.2381 0.3458
H -5.4540 1.3799 0.6299
H -2.7232 2.8409 -0.9146
H -4.3655 2.9756 -0.2596
C -1.9848 -3.2125 -0.8746
O -1.2743 -2.3086 -0.5891
N -2.4454 -3.6163 -2.0072
N -2.2652 -4.1434 0.0042
H -2.0917 -3.1835 -2.8484
H -3.1731 -4.3165 -1.9903
H -2.9753 -4.8525 -0.1103
H -1.8360 -4.1214 0.9182
C -0.6438 3.9611 1.0921
O -0.7283 2.9082 0.4819
N -0.6990 4.2673 2.3403
N -0.7222 5.0639 0.4555
H -0.9895 3.6867 3.1140
H -0.6021 5.2726 2.3500
H -1.2703 5.7566 0.9453
H -0.8006 4.9134 -0.5401
C 1.7454 -2.7814 -2.5886
O 1.8097 -1.9873 -1.6247
N 2.2146 -4.0145 -2.5324
N 1.4252 -2.4330 -3.8645
H 2.2165 -4.6198 -3.3410
H 2.6776 -4.3683 -1.7075
H 1.2054 -1.4782 -4.1097
H 1.3841 -3.2054 -4.5139
C 2.3376 0.9160 -3.7409
O 1.5083 0.6368 -2.9546
N 3.5203 0.4709 -3.5932
N 2.2300 1.6741 -4.8280
H 4.0613 0.6167 -4.4335
H 3.9450 0.1109 -2.7505
H 1.3562 2.1806 -4.8218
H 2.9595 1.9783 -5.4569
C 1.0816 -3.1653 2.2250
O 0.8412 -2.1853 1.5436
N 0.2727 -3.8401 2.9369
N 2.2116 -3.8495 2.2246
H 0.6251 -4.6294 3.4594
H -0.6346 -3.4495 3.1474
H 2.2137 -4.5864 2.9153
H 2.9847 -3.5944 1.6267
C 3.0273 3.2112 -0.1462
O 2.0167 2.5828 -0.3479
N 3.9886 3.5547 -0.9882
N 3.4640 3.5097 0.9387
H 3.7996 3.6009 -1.9793
H 4.6852 4.2354 -0.7208
H 4.2980 4.0121 1.2073
H 2.7705 3.3619 1.6580
C -2.0005 -0.9078 -3.5933
O -1.0064 -0.3405 -3.1357
N -1.9853 -1.7074 -4.5049
N -3.1581 -0.4673 -3.3598
H -2.8783 -1.9940 -4.8798
H -1.0873 -1.9392 -4.9049
H -4.0046 -0.8446 -3.7614
H -3.2410 0.1706 -2.5812
C 1.7718 0.7581 3.5700
O 1.0928 0.8715 2.5492
N 2.4256 -0.2658 3.8967
N 1.8709 1.6814 4.4612
H 2.4715 -1.0403 3.2499
H 2.7649 -0.1863 4.8446
H 1.2895 2.4945 4.3167
H 2.6637 1.6573 5.0866
*
```

***

No. 4
Density functional theory data (ωB97M-V/def2-TZVPD) for 11 unconnected molecules or ions with the total composition H22O11.

Results
**Kohn-Sham gap**: 0.3875 Eh
**Molecular weight**: 198.16 g/mol
**Structure (SMILES)**: O.O.O.O.O.O.O.O.O.O.O
**Energy relative to the best compared isomer or geometry (same formula, charge and spin)**: 66.7 kcal/mol

ORCA input file:
```
! wB97M-V def2-TZVPD RIJCOSX def2/J DEFGRID3
* xyz 0 1
O 1.1093 -0.3527 0.8007
H 0.7857 0.3917 1.3205
H 1.0072 -0.0628 -0.1129
O 0.9266 -0.3996 -2.2246
H 0.6732 -1.3020 -1.9999
H 0.0987 0.0925 -2.1874
O 3.9996 -0.8906 -2.4505
H 4.2737 -1.7951 -2.2618
H 3.0376 -0.9212 -2.3978
O -2.3465 1.6768 -1.8356
H -1.4200 1.7220 -1.5737
H -2.6322 2.5972 -1.8466
O 1.1195 -1.0209 -4.9506
H 0.6051 -0.7633 -5.7239
H 0.7703 -0.4687 -4.2421
O -2.0182 -2.5957 -3.5014
H -2.2360 -3.2762 -2.8546
H -1.5436 -1.9301 -2.9908
O -0.3552 2.0616 4.9353
H -1.2006 2.3604 5.2890
H -0.5275 1.1578 4.6480
O 0.5146 -2.1494 4.1584
H -0.0843 -2.5009 3.4900
H 1.1611 -2.8526 4.2870
O 1.4201 4.5335 3.0395
H 2.3135 4.2751 3.2927
H 1.3536 4.2719 2.1143
O -1.7566 -3.5490 1.0985
H -1.7559 -3.7857 2.0328
H -2.4092 -2.8426 1.0360
O -2.3962 2.6610 0.7397
H -1.4363 2.6823 0.6548
H -2.5708 3.1511 1.5511
*
```

***

No. 5
Density functional theory data (ωB97M-V/def2-TZVPD) for a gas-phase ion, C2H7NO3P (charge -1) at a distorted geometry.

Results
**Kohn-Sham gap**: 0.3296 Eh
**Molecular weight**: 124.06 g/mol
**Structure (SMILES)**: C[C@@H](N)[P@@](=O)([O-])O
**Energy relative to the best compared isomer or geometry (same formula, charge and spin)**: 0.0 kcal/mol

ORCA input file:
```
! wB97M-V def2-TZVPD RIJCOSX def2/J DEFGRID3
* xyz -1 1
C -0.2163 -0.1414 -1.6089
C 0.3204 -0.3404 -0.1780
N 1.5202 0.5721 0.0661
P -0.9885 -0.0699 1.1015
O -1.0328 1.4062 1.4852
O -2.2322 -0.7029 0.6788
O -0.3555 -0.8772 2.3467
H -0.2223 -1.0773 -2.1708
H -1.3218 0.1721 -1.5239
H 0.2718 0.6386 -2.1636
H 0.8037 -1.2283 -0.1773
H 1.8482 0.7212 -0.9166
H 1.1759 1.4128 0.3917
H 0.4291 -0.4857 2.6690
*
```

***

No. 6
Density functional theory data (ωB97M-V/def2-TZVPD) for 2 unconnected molecules or ions with the total composition HN2O5 at a distorted geometry.

Results
**Kohn-Sham gap**: 0.3619 Eh
**Molecular weight**: 109.02 g/mol
**Energy relative to the best compared isomer or geometry (same formula, charge and spin)**: 10.6 kcal/mol

ORCA input file:
```
! wB97M-V def2-TZVPD RIJCOSX def2/J DEFGRID3
* xyz -1 1
N -1.6129 -0.2024 0.0672
N 1.6114 0.3000 -0.0446
O -2.6335 0.4913 0.2459
O 2.7634 -0.0470 -0.2502
O 1.2262 1.3959 -0.2407
O -1.5769 -1.2221 -0.5569
O 0.7881 -0.5985 0.3635
H -0.5657 -0.1172 0.4158
*
```

***

Q: Among the records above, which one has the highest molecular weight?
A: C13H52AlN26O13

***

Q: Look up the energy relative to the best compared isomer or geometry (same formula, charge and spin) of the first one.
A: 146.7 kcal/mol

***

Q: The highest molecular weight belongs to which entry?
A: C13H52AlN26O13

***

Q: What is the energy relative to the best compared isomer or geometry (same formula, charge and spin) in the fourth record?
A: 66.7 kcal/mol